# 1
Here is a 2-piece molecular cluster, ClH2NO overall at a distorted geometry from the Open Molecules 2025 dataset. Energies are from ωB97M-V with the def2-TZVPD basis set.

Each line ends with the natural charge from an NBO analysis.
Element x y z (Å)
N: 0.0611 0.5902 -0.4078  -0.052
O: 0.8952 1.0107 -1.2034  -0.252
Cl: 0.0179 -1.6594 0.8535  -0.245
H: 0.0495 1.2013 0.4126  0.271
H: -1.0237 -1.1427 0.3452  0.278

As for the SMILES: N=O.Cl. For the HOMO energy, the calculation gives -9.7 eV. The value obtained for the total energy is -16089.3761 eV.

***

# 2
Here is a 2-piece molecular cluster, ClH2NO2Si overall at a distorted geometry from the Open Molecules 2025 dataset. Energies are from ωB97M-V with the def2-TZVPD basis set.

Each line ends with the natural charge from an NBO analysis.
Element x y z (Å)
N: -1.1015 -1.7216 -1.4252  0.353
O: -0.3709 -2.2268 -2.2598  -0.407
O: -2.3058 -1.5693 -1.3258  -0.396
Si: 0.1778 -0.4594 0.2555  1.021
Cl: 0.5898 -1.8096 1.6602  -0.307
H: 0.9553 0.2344 -0.7886  -0.117
H: -1.0643 0.1834 0.7435  -0.147

For the HOMO energy, the calculation gives -8.8 eV. The value obtained for the total energy is -26014.2709 eV.

***

# 3
Here is a 2-piece molecular cluster, ClH2NOS overall at a distorted geometry from the Open Molecules 2025 dataset. Energies are from ωB97M-V with the def2-TZVPD basis set.

Each line ends with the natural charge from an NBO analysis.
Element x y z (Å)
N: -1.0990 -1.5949 0.7175  -0.980
O: -1.7395 0.5188 1.6717  -0.887
S: -2.0912 -0.4850 0.7010  1.482
Cl: 2.7883 1.0401 -2.5332  -0.277
H: 2.4244 2.0658 -1.7918  0.277
H: -0.2831 -1.5448 1.2348  0.385

For the HOMO energy, the calculation gives -11.1 eV. The value obtained for the total energy is -26926.5814 eV.

***

# 4
Here is a 2-piece molecular cluster, ClH2NOS2 overall at a distorted geometry from the Open Molecules 2025 dataset. Energies are from ωB97M-V with the def2-TZVPD basis set.

Each line ends with the natural charge from an NBO analysis.
Element x y z (Å)
N: 2.8799 -2.2694 -0.8675  -0.766
O: 2.4936 0.1945 -1.5762  -0.855
S: -0.6654 -0.0051 -0.3681  -0.272
S: 3.0339 -1.1373 -1.9418  1.408
Cl: 2.2274 -2.1243 0.6717  0.223
H: -0.2286 1.1174 -0.0887  0.118
H: 0.4202 -0.3452 -1.1119  0.145

For the HOMO energy, the calculation gives -9.5 eV. The value obtained for the total energy is -37760.4559 eV.

***

# 5
Here is one molecule with the formula ClH2NP2 at a distorted geometry from the Open Molecules 2025 dataset. Energies are from ωB97M-V with the def2-TZVPD basis set.

Each line ends with the natural charge from an NBO analysis.
Element x y z (Å)
N: 0.6424 -1.1500 -1.4668  -0.901
P: -0.4663 0.1382 -0.9458  0.592
P: 0.2177 0.1525 1.1143  0.263
Cl: -1.3287 0.9391 2.1552  -0.295
H: 0.1682 -1.5323 -2.2587  0.338
H: 0.7668 1.4524 1.4018  0.003

As for the SMILES: N=P#[PH]Cl. For the HOMO energy, the calculation gives -9.2 eV. The value obtained for the total energy is -32620.7135 eV.

***

# 6
Here is one molecule with the formula ClH2NP2 at a distorted geometry from the Open Molecules 2025 dataset. Energies are from ωB97M-V with the def2-TZVPD basis set.

Each line ends with the natural charge from an NBO analysis.
Element x y z (Å)
N: 1.4140 0.2911 1.0312  -1.100
P: 0.7190 0.7005 -0.2981  0.799
P: -1.4221 0.0970 0.1220  0.282
Cl: -1.1131 -1.9496 -0.9400  -0.374
H: 2.4430 0.5494 1.2118  0.404
H: -2.0408 0.3116 -1.1270  -0.011

As for the SMILES: N=P#[PH]Cl. For the HOMO energy, the calculation gives -9.0 eV. The value obtained for the total energy is -32621.2931 eV.

***

# 7
Here is a 2-piece molecular cluster, ClH2O overall at a distorted geometry from the Open Molecules 2025 dataset. Energies are from ωB97M-V with the def2-TZVPD basis set.

Each line ends with the natural charge from an NBO analysis.
Element x y z (Å)
O: 0.4255 -0.9503 0.4706  -0.967
H: -0.0443 -0.2505 -0.0371  0.510
H: 1.2877 -1.0557 0.0083  0.451
Cl: -1.6689 2.2565 -0.4418  -0.995

As for the net charge: -1. For the HOMO energy, the calculation gives -3.7 eV. The value obtained for the total energy is -14604.5097 eV.

***

# 8
Here is one molecule with the formula ClH2O2PS2 at a distorted geometry from the Open Molecules 2025 dataset. Energies are from ωB97M-V with the def2-TZVPD basis set.

Each line ends with the natural charge from an NBO analysis.
Element x y z (Å)
O: 0.5338 -1.1680 -1.0586  -0.996
O: 1.2585 0.3829 0.7051  -0.982
P: -0.0540 -0.3399 0.1903  1.619
S: -1.0873 1.2443 -0.8590  -0.045
S: -1.0361 -1.2944 1.5652  -0.506
Cl: -1.3520 2.2505 0.8538  -0.125
H: -0.0793 -1.8179 -1.4048  0.520
H: 1.8163 0.7425 0.0080  0.515

As for the SMILES: OP(O)(=S)SCl. For the HOMO energy, the calculation gives -9.3 eV. The value obtained for the total energy is -47611.3258 eV.

***

# 9
Here is one molecule with the formula ClH3N2O2S at a distorted geometry from the Open Molecules 2025 dataset. Energies are from ωB97M-V with the def2-TZVPD basis set.

Each line ends with the natural charge from an NBO analysis.
Element x y z (Å)
N: 0.5630 0.8049 1.1002  -0.631
N: -0.0312 0.9174 -0.1415  -0.650
O: -0.9984 -0.4099 -2.0866  -0.848
O: 1.4265 -1.2770 -0.9578  -0.796
S: -0.2546 -0.5386 -0.8911  1.972
Cl: -1.3532 -1.6298 0.4618  -0.200
H: 1.4648 0.3565 0.9574  0.393
H: 0.0033 0.2296 1.7354  0.352
H: -0.8202 1.5469 -0.1778  0.407

As for the SMILES: NNS(=O)(=O)Cl. For the HOMO energy, the calculation gives -10.7 eV. The value obtained for the total energy is -30477.6707 eV.

***

# 10
Here is one molecule with the formula ClH3N2OS at a distorted geometry from the Open Molecules 2025 dataset. Energies are from ωB97M-V with the def2-TZVPD basis set.

Each line ends with the natural charge from an NBO analysis.
Element x y z (Å)
N: 1.1674 -0.7783 0.3072  -1.151
N: -0.4213 0.7794 -1.0462  -0.989
O: -1.4720 -0.6987 0.9491  -0.872
S: -0.2543 -0.1692 0.4321  2.016
Cl: 0.0917 1.4219 1.5904  -0.227
H: 1.5167 -1.5974 0.8872  0.422
H: -1.1433 0.4000 -1.6479  0.394
H: 0.5152 0.6424 -1.4719  0.408

As for the SMILES: N=[S@@](N)(=O)Cl. For the HOMO energy, the calculation gives -10.0 eV. The value obtained for the total energy is -28432.0005 eV.

***

no.,HOMO-LUMO gap (hartree)
1,0.3364
2,0.2976
3,0.3858
4,0.2961
5,0.2771
6,0.2789
7,0.2897
8,0.3313
9,0.3616
10,0.3879